No. 1
This record from the OMol25 dataset describes a structure of composition C17H17NNi in a non-equilibrium geometry. The level of theory is the ωB97M-V functional and the def2-TZVPD basis.

The geometry in XYZ format:
```
36
Properties=species:S:1:pos:R:3:forces:R:3
C 1.28247 3.48546 -0.71052 -0.4758 -0.6758 -0.5100
C 0.27015 2.89039 -1.55143 1.1450 -0.2600 -0.8747
C 0.60091 1.47990 -1.70050 1.7510 0.7834 -1.0911
C 1.69544 1.22304 -0.78287 0.5032 0.5702 -2.0288
C 2.16886 2.47484 -0.29499 0.0520 -0.1795 0.0360
Ni -0.37016 1.55917 -0.06471 2.9326 -2.0489 1.1283
N 2.52291 1.40032 2.46092 0.7335 1.6076 1.0076
C -1.92177 2.26631 0.33405 -4.2717 0.4065 0.4114
C -2.16260 1.32173 -0.74163 -1.1788 0.8210 1.0134
H 0.13539 0.74357 -2.35644 0.1982 0.4479 0.1441
H -0.50667 3.41212 -2.10722 0.1450 -0.0504 0.1768
H 2.20545 0.26306 -0.66795 -0.3559 0.5218 0.1132
H 3.07786 2.60317 0.29905 -0.7387 -0.1664 0.0203
H 1.38656 4.54257 -0.48922 -0.1513 -0.1094 0.0846
H -2.29356 1.66804 -1.77448 0.0658 0.0027 0.2840
H -2.28543 1.96093 1.33313 -0.0103 0.4320 -0.4233
H 1.85634 2.20597 2.45944 0.3599 -0.4371 -0.0391
H -2.71866 0.39843 -0.51421 0.6051 0.3088 -0.0850
H -2.03828 3.33089 0.06926 0.3274 -0.2942 0.4246
C -1.44885 -3.85208 -1.01183 0.3103 -0.1789 0.6070
C -1.59230 -2.60658 -1.65433 0.2293 0.3506 0.0278
C -1.00078 -1.47678 -1.12047 -0.6167 -0.1395 -0.5352
C -0.32626 -1.49644 0.11831 0.5355 -0.7938 0.9194
C 0.15720 -0.32569 0.78662 -1.3299 1.2430 -1.0407
C 1.02881 -0.45825 1.80589 -0.2435 -0.9430 1.1151
C 1.31464 -1.70097 2.39183 -0.1893 -0.8756 -0.6430
C 0.72693 -2.85507 1.87502 0.3112 0.3420 0.4384
C -0.09268 -2.79188 0.72694 -0.1468 0.3662 -0.4527
C -0.68256 -3.94314 0.14345 -0.3897 0.0380 -0.5128
H -1.92898 -4.73510 -1.43389 0.1158 0.0675 0.1026
H -2.17481 -2.51840 -2.57272 0.1810 -0.1066 0.0982
H -1.08664 -0.53272 -1.66405 -0.0066 -0.5046 0.4182
H 1.82371 0.58324 2.22196 -0.3561 -0.7416 -0.3216
H 2.00107 -1.78127 3.23052 -0.0101 0.0794 0.0357
H 0.90689 -3.83063 2.32658 -0.0124 0.0252 0.0495
H -0.53061 -4.90816 0.63050 -0.0180 0.0916 -0.0981
```
Positions in Å, forces in eV/Å.

## Properties
* 2S+1: 3
* LUMO energy (spin up / spin down): 0.202 / 0.201 hartree
* total energy: -60428.4917 eV
* charge: -2
* Kohn-Sham gap (spin up / spin down): 4.109 / 4.185 eV

Here are the natural (NBO) charges for atoms 1 to 2, given in e: atom 1 (C): -0.33, atom 2 (C): -0.45

***

No. 2
This record from the OMol25 dataset describes a structure of composition C17H18BClCuN6O2 in a non-equilibrium geometry. The level of theory is the ωB97M-V functional and the def2-TZVPD basis.

The geometry in XYZ format:
```
46
Properties=species:S:1:pos:R:3:forces:R:3
H -0.60882 2.52318 0.84670 0.0379 0.1263 -0.3376
N -0.28097 1.47741 -0.94121 0.0801 0.9620 -0.4787
B 0.39000 0.64945 -3.27039 0.4924 -0.1374 1.7375
N 0.26588 1.77033 -2.16146 -0.4945 0.5119 0.7083
C 0.65335 3.06521 -2.16213 -0.5613 -0.6013 0.8215
Cu -1.24035 -0.24308 -0.46757 5.7876 0.5374 1.4174
H 1.10805 3.48306 -3.04381 0.0727 0.0984 0.0745
C 0.33241 3.60259 -0.91130 0.2480 0.3283 -0.3126
H 0.49477 4.59833 -0.55298 0.1381 0.2533 -0.1010
C -0.25506 2.58118 -0.17699 0.3525 -0.7994 -0.9752
H 0.82612 1.08064 -4.30009 -0.2033 -0.0999 0.0323
C -1.47463 -2.14281 -0.06626 0.2054 -0.0967 1.0091
H -2.03735 -1.72709 0.76339 -0.8041 -0.5423 0.1603
H -0.60596 -2.70813 0.37298 -0.5193 1.0116 -1.0807
H -1.99076 -2.49115 -0.95231 0.0466 -0.3204 0.3154
N -1.02408 0.05530 -3.34926 -1.4031 -0.3392 0.2400
N 1.27964 -0.43537 -2.61921 0.1578 -0.4743 0.3276
N -1.69308 -0.36067 -2.22096 -1.6606 -0.9161 -3.1761
N 0.91909 -0.95327 -1.39125 0.4497 0.0548 -0.8088
C -1.85098 -0.06803 -4.40994 0.2619 0.0815 0.5874
C 2.47026 -0.95188 -3.01470 -0.4275 -0.2578 0.8658
H -1.51937 0.24996 -5.39006 -0.0298 -0.1255 0.1796
H 2.90602 -0.64013 -3.95429 0.0170 -0.1059 0.1500
C -3.06058 -0.58375 -3.98155 0.2675 -0.0750 0.6797
C 2.89060 -1.83365 -2.01855 -0.1832 0.5576 -0.5643
C -2.91861 -0.76095 -2.60118 1.0234 0.5201 -0.8094
C 1.89003 -1.78298 -1.03347 0.1950 0.1751 -0.6561
H -3.92759 -0.81179 -4.54429 -0.4577 -0.0819 -0.4970
H 3.79436 -2.40962 -1.99056 0.1400 -0.0676 -0.0464
H -3.60203 -1.14214 -1.86707 -0.2074 -0.0115 0.0422
H 1.86798 -2.27841 -0.07889 -0.1532 0.0148 -0.0017
H -2.24471 0.85271 -0.23145 -1.4348 0.4627 0.6708
Cl 0.63968 0.73989 7.89564 -0.0153 0.1629 0.6107
C 0.61745 0.33576 6.23586 0.0715 -0.3826 -1.5686
C 0.91514 -0.97561 5.83099 -0.1530 0.4489 -0.1507
C 0.90548 -1.29830 4.47598 -0.0726 0.3014 -0.0183
C 0.59054 -0.32833 3.51379 0.0448 0.4196 0.2576
C 0.30102 0.97548 3.92058 -0.0047 -0.1979 0.3850
C 0.31883 1.31340 5.27585 0.0768 -0.3981 0.0867
C 0.54242 -0.71111 2.05324 0.6659 -2.2064 0.0308
O 1.07058 -1.82239 1.76613 -1.2553 1.8388 0.1362
O -0.07993 0.09879 1.27343 -0.8471 -0.7519 -0.2184
H 1.14728 -1.73101 6.57177 -0.0142 0.0792 -0.0080
H 1.13236 -2.30901 4.14183 -0.0307 0.2674 0.0763
H 0.05135 1.72421 3.17071 0.0740 -0.1787 0.1954
H 0.09418 2.32379 5.59424 0.0263 -0.0464 0.0118
```
Positions in Å, forces in eV/Å.

## Properties
* ΔE to the lowest compared entry with this formula, charge and spin: 12.9 kcal per mole
* 2S+1: 2
* LUMO energy (spin up / spin down): -0.085 / -0.080 hartree
* total energy: -88791.7072 eV
* Kohn-Sham gap (spin up / spin down): 6.420 / 6.569 eV

Here are the natural (NBO) charges for atoms 1 to 2, given in e: atom 1 (H): 0.24, atom 2 (N): -0.36

***

No. 3
This record from the OMol25 dataset describes a structure of composition C17H18BMoN10Se4. The level of theory is the ωB97M-V functional and the def2-TZVPD basis.

The geometry in XYZ format:
```
51
Properties=species:S:1:pos:R:3:forces:R:3
Mo -0.93673 0.74266 0.51475 0.1091 0.4139 0.0250
C 1.24347 -2.96561 0.72976 0.0021 0.0063 -0.0248
C 0.44427 -2.07215 0.05049 0.0396 -0.0134 -0.0519
N 0.36833 -0.90161 0.72060 0.0075 -0.1157 0.0032
N 1.14734 -1.04085 1.82868 0.1278 -0.1489 0.0538
C 1.65328 -2.27680 1.86324 -0.0091 0.0759 -0.0502
B 1.15203 0.06223 2.92606 0.0496 -0.0157 0.0957
N 1.45643 1.42764 2.24791 0.1645 0.1059 0.0062
C 2.39673 2.32251 2.57731 -0.0903 -0.0488 0.0085
C 2.23767 3.44531 1.77931 -0.0422 0.0474 -0.0327
C 1.14453 3.16200 0.97918 -0.0392 0.0762 0.0757
N 0.67028 1.93973 1.26875 -0.0882 -0.1518 0.0640
N -0.30283 0.10648 3.45089 -0.0421 -0.0546 0.1256
C -0.82659 -0.21898 4.63516 -0.0047 0.0335 -0.1004
C -2.21288 -0.20456 4.53231 -0.0144 0.0257 -0.0176
C -2.46870 0.15800 3.22968 -0.0315 -0.0122 0.0642
N -1.30874 0.34299 2.55976 0.0767 0.0503 -0.1275
N 2.18008 -0.20233 3.97749 -0.0002 -0.0480 -0.1088
C 3.49472 -0.54749 3.81643 -0.0005 -0.0102 -0.0215
C 4.13939 -0.30357 4.99480 0.0149 0.0520 -0.0073
C 3.14082 0.23330 5.83762 0.0263 -0.1042 -0.0317
N 1.97884 0.30116 5.22425 -0.0867 0.1120 0.0852
H 1.49541 -3.97347 0.45180 -0.0050 -0.0024 -0.0105
H -0.05390 -2.19491 -0.89761 -0.0222 -0.0138 0.0134
H 2.26471 -2.60088 2.68860 -0.0002 -0.0005 0.0079
H 3.10337 2.11537 3.36487 0.0148 -0.0097 0.0034
H 2.82694 4.34476 1.79627 -0.0008 0.0083 -0.0066
H 0.66887 3.76327 0.22100 0.0227 0.0054 -0.0133
H -0.17621 -0.41145 5.47082 -0.0034 -0.0122 0.0126
H -2.92604 -0.41683 5.30847 -0.0041 -0.0034 0.0039
H -3.41300 0.28949 2.72964 0.0005 0.0006 0.0098
H 3.87766 -0.92633 2.88266 -0.0068 -0.0123 -0.0014
H 5.17437 -0.48763 5.22317 0.0061 0.0108 0.0072
H 3.22751 0.55795 6.86171 0.0020 0.0025 0.0128
Se -2.67321 2.46546 0.91831 0.1320 0.0300 0.0546
Se -4.47484 2.28701 -0.47755 -0.1762 -0.0001 -0.1163
Se -4.05811 0.51482 -1.83300 0.0054 -0.1509 0.0236
Se -2.36877 -0.69961 -0.76095 -0.2308 0.0700 -0.0803
N 2.11880 0.74474 -1.04454 -0.0449 0.0292 -0.0546
C 1.18871 1.34218 -1.82636 0.0616 0.0138 0.0752
C 1.55545 1.71971 -3.13488 -0.0391 0.0528 -0.0628
C 0.66035 2.35457 -3.94552 0.0779 -0.0514 0.0550
C -0.62507 2.62652 -3.45411 -0.0658 0.0045 0.0625
C -0.93453 2.20880 -2.19774 -0.0812 0.0254 -0.0838
N -0.07232 1.54838 -1.36878 0.1649 -0.1774 0.0923
H 3.06854 0.74895 -1.37787 -0.0080 -0.0200 -0.0148
H 2.00279 0.73678 -0.04688 0.0162 -0.0667 -0.0132
H 2.56276 1.51032 -3.46780 0.0051 0.0002 0.0020
H 0.94505 2.65520 -4.94457 0.0061 -0.0011 -0.0058
H -1.36052 3.15220 -4.04452 -0.0046 -0.0045 0.0020
H -1.91278 2.40207 -1.78903 0.0089 -0.0032 -0.0075
```
Positions in Å, forces in eV/Å.

## Properties
* 2S+1: 2
* LUMO energy (spin up / spin down): -0.300 / -0.330 hartree
* total energy: -296729.3994 eV
* charge: +2
* Kohn-Sham gap (spin up / spin down): 6.234 / 5.434 eV

Here are the natural (NBO) charges for atoms 1 to 2, given in e: atom 1 (Mo): 0.68, atom 2 (C): -0.30